(1)
A 25-piece molecular cluster, C25H100N26O25 overall in a non-equilibrium geometry. Source: the OMol25 dataset; level of theory: ωB97M-V/def2-TZVPD.

CARTESIAN COORDINATES (ANGSTROEM)
C (-0.3662, 5.4784, 0.7809)
O (-1.2997, 5.9696, -0.2215)
H (-0.7668, 4.6444, 1.3572)
H (0.5545, 5.1406, 0.3051)
H (-0.0948, 6.1381, 1.6050)
H (-1.6619, 5.2221, -0.7029)
C (-0.9593, -4.9929, -1.7298)
O (-2.0502, -5.5611, -0.9274)
H (-1.0448, -3.9082, -1.6646)
H (-0.0170, -5.2875, -1.2678)
H (-1.0846, -5.3146, -2.7637)
H (-1.6711, -6.1055, -0.2335)
C (6.0990, 0.6878, 4.2092)
O (7.4655, 0.6033, 4.4520)
H (5.5672, 1.1998, 5.0111)
H (5.8343, 1.2199, 3.2955)
H (5.5546, -0.2360, 4.0135)
H (7.6261, 0.3978, 5.3759)
C (-2.1501, 1.2902, -2.8725)
O (-2.4295, -0.0191, -2.5001)
H (-2.2618, 1.9969, -2.0502)
H (-1.2197, 1.4324, -3.4222)
H (-2.8294, 1.4594, -3.7081)
H (-2.2776, -0.4945, -3.3201)
C (-2.6909, -2.0047, 0.4381)
O (-1.9783, -1.6762, 1.5721)
H (-3.7779, -1.9883, 0.5172)
H (-2.3674, -1.2268, -0.2535)
H (-2.3945, -2.9085, -0.0943)
H (-2.3040, -2.2930, 2.2316)
C (-0.7977, -2.3236, -4.0068)
O (-2.1158, -2.3743, -4.3444)
H (-0.2594, -3.1871, -4.3974)
H (-0.4905, -1.3919, -4.4820)
H (-0.6768, -2.3435, -2.9237)
H (-2.4234, -3.2836, -4.3377)
C (2.4072, 0.3634, -4.0018)
O (1.3565, 1.2638, -3.7078)
H (2.6650, 0.3568, -5.0609)
H (3.3005, 0.7223, -3.4906)
H (2.1296, -0.6691, -3.7900)
H (1.7461, 2.1408, -3.6792)
C (-1.9382, 1.8578, 1.8779)
O (-2.0245, 2.0288, 0.4750)
H (-1.0228, 2.3485, 2.2085)
H (-2.7315, 2.4817, 2.2897)
H (-2.1172, 0.8468, 2.2437)
H (-1.4198, 1.4197, 0.0450)
C (2.1356, 2.1568, 3.5320)
O (1.8730, 2.3077, 4.9861)
H (3.0961, 2.3044, 3.0382)
H (2.0502, 1.0842, 3.3583)
H (1.4248, 2.7239, 2.9310)
H (1.4975, 3.1834, 5.1030)
C (-4.5059, -1.6151, 4.7326)
O (-5.4941, -2.0264, 5.6863)
H (-3.5590, -2.1549, 4.7219)
H (-4.8757, -1.5984, 3.7074)
H (-4.3080, -0.5432, 4.7230)
H (-5.5902, -1.3201, 6.3294)
C (-4.7190, 4.3094, -0.4364)
O (-3.4162, 3.9074, -0.8546)
H (-5.2196, 3.3968, -0.1129)
H (-4.5304, 5.0074, 0.3792)
H (-5.4316, 4.7212, -1.1511)
H (-3.1790, 3.0940, -0.4032)
C (-5.6141, 1.6767, -3.1830)
O (-5.6312, 0.2355, -3.2824)
H (-5.8708, 1.9445, -2.1581)
H (-4.5896, 2.0415, -3.2563)
H (-6.2774, 2.0748, -3.9509)
H (-5.2117, -0.0122, -2.4552)
C (5.8094, 3.3851, -3.1897)
O (6.3390, 2.9650, -4.1622)
N (4.7607, 4.1052, -3.1838)
N (6.2348, 3.1438, -1.9854)
H (4.2687, 4.2787, -4.0487)
H (4.4262, 4.3055, -2.2521)
H (6.9592, 2.4410, -2.0213)
H (6.2042, 3.8021, -1.2199)
C (1.6462, 6.2268, -3.2837)
O (1.6500, 5.0287, -3.4218)
N (0.7628, 6.9620, -2.6487)
N (2.5422, 7.0163, -3.8180)
H (0.7606, 7.9446, -2.8826)
H (0.0379, 6.4347, -2.1834)
H (2.4860, 8.0247, -3.8055)
H (3.3622, 6.5167, -4.1311)
C (5.5053, -3.4481, 3.9583)
O (6.6738, -3.5626, 3.9739)
N (4.6816, -3.7508, 4.9325)
N (4.7768, -3.0798, 2.8822)
H (5.2033, -4.0871, 5.7292)
H (3.6890, -3.7887, 4.7496)
H (5.3032, -2.7406, 2.0898)
H (3.7867, -2.9265, 3.0104)
C (3.1525, -3.2174, -1.7646)
O (3.4369, -2.2036, -2.3697)
N (2.4096, -3.2491, -0.6929)
N (3.6967, -4.3885, -2.0742)
H (2.0201, -4.0565, -0.2275)
H (2.0845, -2.3296, -0.4302)
H (4.4138, -4.4689, -2.7809)
H (3.5818, -5.0479, -1.3178)
C (-3.6809, -5.3930, 2.4944)
O (-3.4437, -4.2085, 2.4584)
N (-3.7673, -6.1178, 3.5872)
N (-3.6648, -6.1221, 1.3913)
H (-3.9176, -7.1102, 3.4743)
H (-3.5854, -5.6367, 4.4565)
H (-4.1041, -7.0314, 1.3778)
H (-3.4630, -5.5609, 0.5761)
C (5.5783, -0.4670, 0.6968)
O (5.8418, -1.6515, 0.9112)
N (6.4263, 0.5006, 0.4787)
N (4.4386, 0.0177, 0.7227)
H (6.0094, 1.3675, 0.1709)
H (7.3917, 0.2509, 0.3186)
H (4.2339, 0.9058, 0.2873)
H (3.7367, -0.5871, 1.1247)
C (1.3552, -3.9217, 2.4586)
O (2.0851, -3.1086, 3.0162)
N (0.0535, -3.8281, 2.0992)
N (1.8570, -5.0749, 2.1928)
H (-0.3136, -4.6346, 1.6146)
H (-0.5289, -3.0393, 2.3415)
H (1.1799, -5.7562, 1.8806)
H (2.8262, -5.3098, 2.3529)
C (-6.1053, -0.4239, 0.3184)
O (-5.6338, -0.9801, -0.6409)
N (-7.3546, -0.4544, 0.6141)
N (-5.4996, 0.4009, 1.1175)
H (-7.8788, -1.1307, 0.0773)
H (-7.7060, 0.0723, 1.4009)
H (-4.4946, 0.4921, 1.0758)
H (-6.0343, 0.7989, 1.8764)
C (-0.1585, -1.2100, 4.7314)
O (-0.8028, -2.2939, 4.8384)
N (-0.6352, -0.0357, 4.5987)
N (1.1768, -1.1326, 4.7633)
H (-0.0206, 0.7466, 4.7733)
H (-1.6319, 0.0412, 4.7430)
H (1.6134, -0.2409, 4.9485)
H (1.7015, -1.9918, 4.6829)
C (0.9442, 0.2904, 0.2510)
O (1.9011, 0.9982, 0.2748)
N (0.1938, 0.2030, -0.8354)
N (0.5777, -0.5724, 1.1165)
H (0.5648, 0.7888, -1.5697)
H (-0.6499, -0.3095, -1.0490)
H (1.1656, -0.8408, 1.8927)
H (-0.3712, -0.9172, 1.0886)
C (-1.5705, 4.3780, -4.2032)
O (-2.6533, 4.6258, -4.6317)
N (-1.4012, 4.0639, -2.9174)
N (-0.5675, 4.2388, -5.0241)
H (-0.4964, 4.0344, -2.4695)
H (-2.2673, 3.9948, -2.4025)
H (-0.6856, 3.9483, -5.9842)
H (0.3555, 4.1846, -4.6174)
C (-4.5743, -4.3604, -3.5549)
O (-5.2174, -4.3267, -4.5781)
N (-4.6879, -3.5719, -2.5246)
N (-3.4277, -5.0667, -3.4280)
H (-5.2840, -2.7598, -2.5966)
H (-4.1057, -3.7805, -1.7260)
H (-3.0243, -5.2881, -2.5290)
H (-3.1155, -5.5491, -4.2587)
C (3.2161, 3.9983, -0.2792)
O (3.5686, 5.1247, -0.4542)
N (3.5533, 3.2478, 0.6993)
N (2.4246, 3.4359, -1.1546)
H (4.1756, 3.4569, 1.4669)
H (3.0563, 2.3686, 0.7103)
H (2.0606, 4.0024, -1.9073)
H (1.9511, 2.5627, -0.9716)

Computed properties:
- E_HOMO (eV) = -8.76
- E_tot (Eh) = -4317.3096
- spin multiplicity = 1
- frontier orbital gap (Eh) = 0.2923

***

(2)
C16H43ClO6RhSi2 as an isolated structure in a non-equilibrium geometry. Source: the OMol25 dataset; level of theory: ωB97M-V/def2-TZVPD.

CARTESIAN COORDINATES (ANGSTROEM)
O (-1.2166, -2.3237, -0.7081)
O (-2.3206, -0.4417, -1.7862)
C (0.0491, -3.0323, -0.5804)
C (0.1525, -4.2883, 0.2158)
H (0.8056, -2.3594, -0.2138)
H (0.3420, -3.1838, -1.6106)
H (0.3192, -4.1352, 1.2745)
H (1.0235, -4.8089, -0.1820)
H (-0.7178, -4.9542, 0.1389)
C (-1.9558, -2.2779, 0.6011)
C (-3.2666, -2.9022, 0.3889)
H (-2.0061, -1.2207, 0.8804)
H (-1.3133, -2.7572, 1.3621)
H (-3.8014, -2.4134, -0.4179)
H (-3.8535, -2.8059, 1.2969)
H (-3.1213, -3.9495, 0.1555)
C (-3.4557, 0.5674, -1.8348)
C (-2.1146, -1.1066, -3.0447)
C (-3.7341, 0.8842, -0.4441)
H (-4.2448, -0.0187, -2.2885)
H (-3.1644, 1.4288, -2.4136)
H (-3.9871, -0.0016, 0.1086)
H (-4.6003, 1.5545, -0.3528)
H (-2.9481, 1.4157, 0.0527)
C (-2.9971, -2.2648, -3.1709)
H (-1.0745, -1.3663, -3.0295)
H (-2.3400, -0.3542, -3.7967)
H (-2.7892, -3.0156, -2.4281)
H (-2.7703, -2.6970, -4.1598)
H (-4.0648, -2.0060, -3.1854)
H (-1.5322, -0.5200, -1.1746)
Rh (1.2516, 1.1938, 1.8532)
C (0.0942, 0.6430, -0.1606)
Si (0.8269, 1.3472, -1.7103)
H (-0.8086, 1.2143, 0.2893)
H (0.2213, -0.4254, 0.2041)
C (1.8524, 0.0038, -2.4798)
C (1.7407, 2.8299, -0.9496)
C (-0.4140, 2.1139, -2.9230)
C (2.7141, 0.3180, 1.1678)
Si (3.3700, 1.5451, 2.4295)
H (2.9675, 0.5203, 0.1532)
H (3.0899, -0.6962, 1.4613)
C (4.3379, 2.9135, 1.5638)
C (4.6136, 0.6000, 3.5172)
C (2.0893, 2.4552, 3.6256)
H (0.1161, 2.9322, -3.4434)
H (-1.3106, 2.5519, -2.4378)
H (-0.7439, 1.3510, -3.6699)
H (2.7137, -0.2771, -1.8735)
H (2.2268, 0.3742, -3.4460)
H (1.2557, -0.8995, -2.6766)
H (1.4200, 3.0370, 0.0888)
H (1.5357, 3.7139, -1.5561)
H (2.8164, 2.6028, -0.9633)
H (5.4998, 0.3290, 2.9007)
H (4.1715, -0.3277, 3.8979)
H (4.9728, 1.1962, 4.3688)
H (1.6026, 1.9456, 4.5040)
H (1.5176, 3.3434, 3.3992)
H (3.0545, 2.8338, 4.0370)
H (4.6525, 3.6721, 2.2885)
H (3.7158, 3.3929, 0.7968)
H (5.2238, 2.4748, 1.0878)
O (-1.0417, 1.1761, 4.4084)
Cl (-1.1800, 0.8869, 3.0338)
O (-2.5452, 0.7302, 2.6589)
O (-0.5741, 2.0493, 2.2319)
O (-0.3484, -0.3109, 2.6693)

Computed properties:
- expectation value of S² = 6.012
- E_HOMO (alpha / beta) (eV) = -8.87 / -12.39
- E_tot (Eh) = -2235.8127
- net charge = +1
- spin multiplicity = 5
- frontier orbital gap (alpha / beta) (Eh) = 0.2550 / 0.2759